Computed, not measured: 11 unconnected molecules or ions with the total composition C22H66O22 at a distorted geometry, with the ωB97M-V functional and the def2-TZVPD basis.

Properties
Strongest force on any atom = 2.12 eV Å⁻¹
E = -2532.90499 hartree
HOMO energy = -9.7415 eV
Energy relative to the best compared isomer or geometry (same formula, charge and spin) = 111.5 kJ/mol

```
110
C22H66O22 (the ωB97M-V functional and the def2-TZVPD basis)
O 3.095 -1.921 2.021
C 3.082 -0.581 2.476
C 1.940 -0.288 3.407
O 0.660 -0.410 2.788
H 3.248 -1.947 1.060
H 4.052 -0.278 2.893
H 3.028 0.033 1.561
H 2.077 0.748 3.735
H 1.962 -0.911 4.307
H 0.729 -1.098 2.095
O -4.047 -1.368 1.151
C -3.862 -2.762 1.022
C -4.886 -3.576 1.801
O -4.943 -3.200 3.187
H -3.466 -1.127 1.891
H -3.973 -3.057 -0.026
H -2.860 -3.119 1.295
H -4.716 -4.643 1.645
H -5.867 -3.284 1.403
H -5.257 -3.973 3.664
O -0.646 1.514 -6.187
C 0.021 0.617 -5.315
C 0.077 1.152 -3.885
O 1.022 2.241 -3.880
H -0.032 2.209 -6.436
H -0.441 -0.369 -5.313
H 1.056 0.539 -5.660
H 0.533 0.350 -3.300
H -0.889 1.561 -3.596
H 1.629 2.098 -3.140
O 0.117 -1.494 0.327
C -0.706 -0.509 -0.281
C -0.020 0.850 -0.220
O -0.173 1.615 0.957
H -0.373 -2.337 0.354
H -0.875 -0.739 -1.341
H -1.685 -0.389 0.203
H -0.280 1.482 -1.071
H 1.053 0.655 -0.391
H 0.041 0.992 1.685
O -3.532 -2.879 -1.740
C -2.473 -3.082 -2.683
C -2.704 -2.259 -3.929
O -2.472 -0.869 -3.711
H -3.529 -1.928 -1.556
H -1.494 -2.890 -2.236
H -2.505 -4.110 -3.048
H -3.646 -2.457 -4.440
H -1.932 -2.552 -4.665
H -2.899 -0.302 -4.356
O 4.786 2.520 0.542
C 3.445 2.842 0.140
C 3.349 2.877 -1.362
O 3.140 1.621 -1.974
H 4.796 2.414 1.499
H 2.730 2.131 0.563
H 3.207 3.837 0.536
H 4.115 3.507 -1.828
H 2.475 3.508 -1.570
H 3.936 1.088 -1.916
O 1.340 -5.906 1.571
C 1.528 -4.900 0.585
C 0.302 -4.755 -0.314
O -0.801 -4.165 0.379
H 0.688 -5.576 2.199
H 1.811 -3.968 1.084
H 2.324 -5.209 -0.100
H 0.016 -5.724 -0.723
H 0.548 -4.077 -1.132
H -1.217 -4.819 0.948
O 3.857 -1.805 -0.615
C 3.066 -2.324 -1.684
C 3.645 -3.591 -2.292
O 4.776 -3.311 -3.134
H 4.745 -1.557 -0.885
H 2.076 -2.512 -1.273
H 2.994 -1.520 -2.422
H 2.863 -4.137 -2.815
H 4.027 -4.216 -1.477
H 5.500 -3.167 -2.517
O -1.873 5.181 -2.273
C -1.320 4.050 -1.588
C -0.321 4.520 -0.558
O 0.813 5.191 -1.112
H -1.607 5.140 -3.196
H -2.152 3.572 -1.067
H -0.808 3.382 -2.284
H 0.014 3.695 0.077
H -0.752 5.255 0.141
H 0.450 5.785 -1.785
O -4.977 1.768 2.811
C -3.618 1.968 2.391
C -2.614 1.400 3.362
O -2.912 0.060 3.680
H -5.197 0.832 2.743
H -3.546 1.506 1.399
H -3.516 3.050 2.321
H -2.581 2.003 4.270
H -1.663 1.515 2.832
H -2.290 -0.228 4.353
O 0.415 5.426 3.883
C 0.597 4.208 3.190
C 0.806 3.117 4.212
O 2.066 3.277 4.896
H 0.475 6.148 3.250
H -0.315 3.996 2.621
H 1.431 4.138 2.483
H 0.830 2.147 3.714
H 0.015 3.178 4.961
H 1.845 3.668 5.744
```